*1*
DFT (ωB97M-V with the def2-TZVPD basis set) results for 15 unconnected molecules or ions with the total composition H30O15.

The lowest unoccupied orbital energy is -0.41 eV. As for the gap between HOMO and LUMO: 10.011 eV. Its spin multiplicity is 1.

Element x y z (Å)
H  0.76  -0.55  -0.29
H  -0.60  -0.43  -0.60
H  -4.49  -2.02  -1.74
H  -5.29  -3.16  -1.77
H  0.54  -3.62  -2.45
H  0.42  -2.88  -3.74
H  -2.27  -0.55  3.68
H  -0.78  -0.57  3.80
H  0.81  1.66  -2.93
H  0.15  2.86  -3.87
H  4.63  -3.21  0.86
H  4.72  -3.26  -0.67
H  3.48  3.07  -0.49
H  2.07  3.15  0.04
H  -0.53  3.18  -1.79
H  0.15  1.99  -1.44
H  -5.70  2.38  -1.19
H  -4.52  1.68  -0.55
H  2.24  0.19  -4.70
H  1.42  -0.37  -3.66
H  0.75  1.10  0.84
H  0.19  1.94  1.94
H  1.57  0.38  3.57
H  2.25  -0.26  4.84
H  -2.06  1.71  2.81
H  -3.01  2.09  1.77
H  -0.60  -4.12  -0.34
H  -1.46  -4.34  1.03
H  3.70  0.11  2.76
H  2.69  1.31  2.82
O  0.12  -1.10  -0.64
O  -5.08  -2.53  -1.15
O  -0.07  -3.49  -3.17
O  -1.54  -0.29  4.30
O  0.94  2.22  -3.72
O  4.05  -3.37  0.01
O  2.95  2.93  0.30
O  -0.54  2.60  -1.08
O  -4.80  2.36  -1.22
O  1.75  0.46  -3.89
O  0.01  1.69  1.01
O  1.42  0.04  4.43
O  -3.03  1.76  2.75
O  -0.95  -3.76  0.53
O  3.52  1.04  3.01

Here are the Löwdin charges for atoms 1 to 2, given in e: -0.04 0.06



*2*
DFT (ωB97M-V with the def2-TZVPD basis set) results for 15 unconnected molecules or ions with the total composition H30O15.

The lowest unoccupied orbital energy is -0.61 eV. As for the gap between HOMO and LUMO: 9.606 eV. Its spin multiplicity is 1.

Element x y z (Å)
O  1.30  -1.68  2.19
H  1.52  -1.92  1.26
H  1.35  -2.46  2.73
O  -1.83  -0.61  -2.30
H  -1.85  0.03  -1.59
H  -2.34  -1.32  -2.04
O  -0.75  3.30  -2.32
H  -0.69  3.84  -1.50
H  0.12  2.85  -2.19
O  -1.81  1.35  -0.55
H  -1.42  1.91  -1.16
H  -2.76  1.58  -0.62
O  0.67  0.94  -2.97
H  0.31  1.38  -3.72
H  1.48  1.46  -2.82
O  0.19  1.08  2.55
H  0.58  0.53  3.20
H  -0.68  0.82  2.43
O  2.05  -1.46  -3.68
H  1.55  -0.67  -3.58
H  2.58  -1.44  -2.87
O  0.79  2.80  -0.14
H  1.06  1.90  -0.15
H  0.14  2.94  0.54
O  2.91  0.68  1.60
H  3.15  -0.12  2.08
H  1.94  0.73  1.77
O  2.97  -1.50  -0.99
H  2.80  -2.26  -0.40
H  2.59  -0.68  -0.57
O  -2.43  -1.32  0.83
H  -2.88  -1.19  -0.03
H  -1.74  -1.93  0.56
O  -1.05  -1.29  3.53
H  -1.79  -1.86  3.30
H  -0.35  -1.44  2.87
O  -0.42  -2.65  0.13
H  -1.06  -3.13  -0.41
H  -0.38  -3.22  0.89
O  -2.53  1.13  2.00
H  -2.22  1.99  1.73
H  -2.40  0.51  1.30
O  0.78  0.11  -0.24
H  0.39  0.28  -1.09
H  0.15  -0.03  0.45

Here are the Löwdin charges for atoms 1 to 2, given in e: -0.04 0.06



*3*
DFT (ωB97M-V with the def2-TZVPD basis set) results for 15 unconnected molecules or ions with the total composition H30O15.

The lowest unoccupied orbital energy is -0.31 eV. As for the gap between HOMO and LUMO: 9.960 eV. Its spin multiplicity is 1.

Element x y z (Å)
O  -2.24  1.27  -1.44
H  -3.02  1.55  -1.04
H  -1.75  0.75  -0.77
O  0.14  1.41  -3.83
H  0.78  1.13  -4.48
H  0.03  0.62  -3.30
O  0.55  -2.72  -0.49
H  1.34  -3.24  -0.72
H  -0.03  -3.40  -0.19
O  -2.81  -1.88  -1.53
H  -3.72  -1.56  -1.47
H  -2.25  -1.13  -1.59
O  -1.49  -1.94  1.80
H  -1.48  -1.50  2.66
H  -0.98  -1.46  1.16
O  3.28  -1.05  -1.01
H  2.84  -0.17  -1.01
H  3.22  -1.33  -1.92
O  0.91  3.35  0.36
H  0.98  2.59  -0.17
H  0.00  3.22  0.57
O  1.83  0.21  2.11
H  2.21  -0.54  2.58
H  2.52  0.74  1.80
O  -0.17  -0.20  0.08
H  0.16  -0.65  -0.69
H  0.55  -0.01  0.67
O  0.22  -1.06  -2.71
H  0.23  -1.92  -2.32
H  1.07  -1.12  -3.16
O  -1.46  2.38  1.25
H  -1.74  3.25  0.90
H  -2.17  1.79  1.08
O  1.77  1.62  -1.44
H  1.11  1.72  -2.18
H  2.30  2.37  -1.56
O  0.70  2.08  3.67
H  1.10  1.35  3.16
H  0.39  1.70  4.48
O  1.88  -2.84  2.01
H  1.41  -2.65  2.89
H  1.30  -2.50  1.28
O  -3.40  -0.09  1.15
H  -2.64  -0.64  1.42
H  -3.46  0.48  1.91

Here are the Löwdin charges for atoms 1 to 2, given in e: -0.03 0.00



Least stable of them? *1*.



*1*
DFT (ωB97M-V with the def2-TZVPD basis set) results for 15 unconnected molecules or ions with the total composition H30O15.

The lowest unoccupied orbital energy is -0.50 eV. As for the gap between HOMO and LUMO: 10.103 eV. Its spin multiplicity is 1.

Element x y z (Å)
H  0.16  -0.09  -0.26
H  1.50  -0.51  0.33
H  3.39  -2.96  1.34
H  3.90  -3.44  -0.01
H  2.70  -1.63  4.00
H  3.87  -2.15  4.82
H  1.78  -1.18  -3.27
H  2.51  -2.34  -3.91
H  2.26  5.05  0.99
H  1.74  3.60  0.75
H  4.33  1.33  -0.27
H  4.07  -0.22  -0.61
H  -5.59  -0.21  0.67
H  -4.12  -0.39  0.97
H  -0.61  0.48  3.49
H  -0.72  1.84  3.28
H  2.94  2.64  -3.24
H  3.87  1.94  -2.22
H  -2.56  -3.31  -0.94
H  -2.68  -2.50  0.37
H  -0.96  2.84  1.54
H  -1.16  2.78  0.05
H  -2.21  -0.54  -1.41
H  -0.79  -0.41  -1.90
H  -2.32  -1.04  -3.00
H  -3.30  -1.74  -3.90
H  -3.44  2.33  0.36
H  -4.56  3.23  -0.15
H  -1.07  -3.05  1.49
H  -1.60  -1.83  2.18
O  0.91  -0.65  -0.34
O  3.17  -2.96  0.40
O  3.57  -1.88  3.95
O  2.50  -1.73  -3.16
O  1.60  4.58  0.44
O  4.57  0.59  -0.78
O  -4.75  -0.20  0.22
O  -1.32  1.12  3.27
O  3.37  2.66  -2.39
O  -3.22  -2.75  -0.40
O  -0.79  3.26  0.72
O  -1.67  0.09  -1.86
O  -2.81  -1.78  -3.08
O  -4.31  2.50  0.44
O  -0.99  -2.66  2.35

Here are the Löwdin charges for atoms 1 to 2, given in e: 0.00 -0.01



*2*
DFT (ωB97M-V with the def2-TZVPD basis set) results for 15 unconnected molecules or ions with the total composition H30O15.

The lowest unoccupied orbital energy is -0.42 eV. As for the gap between HOMO and LUMO: 9.247 eV. Its spin multiplicity is 1.

Element x y z (Å)
H  0.28  -0.60  -0.61
H  -0.47  0.49  0.04
H  3.89  -0.86  -1.94
H  3.07  0.34  -1.17
H  -1.67  -1.72  3.24
H  -2.18  -0.54  2.64
H  1.17  0.00  4.74
H  0.48  -1.27  4.24
H  -5.29  1.64  0.36
H  -4.12  2.49  -0.19
H  3.55  2.69  -1.05
H  2.96  1.72  -1.98
H  0.99  4.23  0.87
H  2.54  4.46  0.73
H  4.11  -1.75  1.79
H  3.87  -0.72  0.66
H  -3.22  -1.70  -0.54
H  -2.96  -1.04  -1.94
H  -0.65  0.75  2.91
H  -0.68  2.08  3.73
H  -2.81  3.99  -1.83
H  -2.25  3.64  -0.44
H  1.12  -0.53  -3.08
H  0.86  0.95  -3.37
H  0.26  -2.36  -1.38
H  -0.87  -2.97  -0.58
H  -0.73  -2.92  1.42
H  -1.84  -3.94  1.32
H  0.98  -3.09  -2.72
H  0.51  -3.52  -4.07
O  -0.12  0.30  -0.77
O  3.88  -0.31  -1.15
O  -1.97  -1.36  2.37
O  1.14  -0.67  4.07
O  -4.81  1.90  -0.53
O  2.76  2.56  -1.52
O  1.70  4.16  0.27
O  4.52  -1.10  1.17
O  -3.64  -1.17  -1.26
O  -0.95  1.60  2.94
O  -2.44  3.18  -1.28
O  0.49  0.17  -2.93
O  -0.65  -2.15  -1.04
O  -0.98  -3.83  1.10
O  0.15  -3.19  -3.25

Here are the Löwdin charges for atoms 1 to 2, given in e: 0.03 -0.03



*3*
DFT (ωB97M-V with the def2-TZVPD basis set) results for 15 unconnected molecules or ions with the total composition H30O15.

The lowest unoccupied orbital energy is -0.05 eV. As for the gap between HOMO and LUMO: 10.379 eV. Its spin multiplicity is 1.

Element x y z (Å)
O  1.98  -2.90  1.74
H  1.62  -3.75  1.56
H  2.72  -2.80  1.13
O  -2.13  0.77  -3.09
H  -1.53  0.30  -3.69
H  -1.78  1.67  -3.22
O  1.30  2.81  2.16
H  0.45  3.20  2.38
H  1.20  2.00  2.69
O  0.36  -3.19  -1.43
H  0.83  -3.07  -2.26
H  -0.55  -3.06  -1.72
O  -1.18  0.14  2.00
H  -0.31  0.23  1.61
H  -1.30  -0.74  2.36
O  1.68  -0.97  3.38
H  0.78  -1.28  3.52
H  1.65  -0.79  2.43
O  -1.11  3.18  -2.32
H  -1.71  3.76  -1.85
H  -0.20  3.39  -2.10
O  -3.25  0.42  0.43
H  -3.08  0.69  1.33
H  -3.78  1.10  0.00
O  1.50  -0.52  -2.10
H  2.40  -0.67  -2.38
H  1.30  0.13  -1.42
O  2.04  4.11  -0.73
H  2.58  3.81  0.01
H  2.70  3.99  -1.43
O  -2.25  -2.43  -2.09
H  -2.34  -1.48  -1.90
H  -3.07  -2.72  -2.49
O  1.17  0.49  5.34
H  0.51  1.20  5.37
H  1.54  0.55  4.44
O  0.57  1.00  0.09
H  -0.32  0.68  0.25
H  0.68  1.95  0.24
O  0.04  -1.55  -3.93
H  -0.86  -1.72  -3.65
H  0.41  -0.77  -3.50
O  -0.70  -2.16  1.10
H  0.24  -2.17  1.35
H  -0.80  -2.82  0.41

Here are the Löwdin charges for atoms 1 to 2, given in e: -0.03 0.05



*4*
DFT (ωB97M-V with the def2-TZVPD basis set) results for 15 unconnected molecules or ions with the total composition H30O15.

The lowest unoccupied orbital energy is -0.39 eV. As for the gap between HOMO and LUMO: 10.043 eV. Its spin multiplicity is 1.

Element x y z (Å)
O  1.43  -1.44  3.40
H  1.07  -2.24  3.81
H  1.48  -1.75  2.50
O  1.21  1.26  3.61
H  0.34  1.37  3.17
H  1.36  0.31  3.78
O  -3.42  0.46  -1.36
H  -4.12  0.70  -0.76
H  -2.75  1.09  -1.13
O  -0.84  1.36  1.76
H  -1.58  0.81  2.06
H  -1.16  1.78  0.94
O  -1.32  -2.65  1.75
H  -1.53  -2.32  2.62
H  -1.02  -1.95  1.23
O  0.02  -0.62  0.00
H  -0.11  -0.08  -0.76
H  -0.03  0.05  0.67
O  1.63  2.16  -1.18
H  1.54  1.47  -1.87
H  2.03  1.72  -0.47
O  2.79  0.87  0.97
H  2.41  0.71  1.81
H  3.59  1.29  1.31
O  -1.13  -1.32  -3.14
H  -1.65  -1.70  -2.42
H  -1.69  -1.26  -3.92
O  1.50  -2.35  -2.39
H  2.09  -2.33  -3.14
H  0.82  -1.73  -2.59
O  -2.74  -2.14  -1.22
H  -2.90  -2.60  -0.39
H  -2.68  -1.21  -0.97
O  0.65  3.77  1.47
H  0.57  2.82  1.25
H  1.58  4.06  1.41
O  1.19  0.46  -3.22
H  1.75  0.69  -3.93
H  0.38  0.12  -3.62
O  -1.64  2.34  -0.63
H  -1.22  2.44  -1.49
H  -2.38  2.94  -0.59
O  1.73  -2.41  0.85
H  1.21  -1.73  0.42
H  1.52  -3.23  0.35

Here are the Löwdin charges for atoms 1 to 2, given in e: -0.05 0.07



Least stable of them? *2*.